# 1
Molecular formula: C25H21Cl3N4OPdS4
Method: DFT, the ωB97M-V functional and the def2-TZVPD basis

Results
- LUMO (spin up / spin down): -8.69 / -11.70 eV
- Max |F|: 0.48 eV/A
- Charge: +3
- Gap between HOMO and LUMO (spin up / spin down): 4.0 / 3.6 eV
- Energy relative to the best compared isomer or geometry (same formula, charge and spin): 0.00 kJ/mol
- Multiplicity: 6
- M: 734.517 g mol⁻¹

Last column: Löwdin charge in e.
Cartesian coordinates (Å):
Pd  -2.9952  0.8246  1.1250  0.93
C  -2.8761  1.6028  4.9744  -0.03
C  -3.7238  0.5074  4.4547  -0.52
N  -3.7672  0.0697  3.2342  0.02
C  -4.6944  -0.9466  3.0912  -0.27
C  -5.3568  -1.2891  4.2807  -0.25
S  -4.8347  -0.3337  5.5360  1.24
C  -4.9163  -1.4811  1.8009  -0.27
C  -5.8213  -2.4798  1.4307  -0.25
S  -5.7811  -2.7263  -0.2195  1.24
C  -4.5525  -1.4991  -0.3988  -0.53
N  -4.2072  -0.9584  0.7341  -0.01
C  -4.0159  -1.1216  -1.7268  -0.04
H  -2.2830  2.0358  4.1732  0.09
H  -2.2145  1.2265  5.7579  0.11
H  -3.5017  2.3798  5.4195  0.11
H  -6.1168  -2.0451  4.4171  0.11
H  -6.4843  -3.0398  2.0742  0.11
H  -4.4130  -1.7492  -2.5206  0.09
H  -2.9267  -1.1881  -1.7100  0.10
H  -4.2689  -0.0773  -1.9265  0.09
Cl  0.1237  2.3986  -5.2261  0.74
C  1.0333  2.0333  -3.8085  -0.66
C  1.1222  0.7209  -3.3668  -0.09
C  1.8606  0.4417  -2.2295  -0.02
C  2.5158  1.4461  -1.5214  -0.21
C  3.2805  1.1218  -0.2601  -0.30
C  2.4436  1.3209  0.9940  -0.04
N  1.1937  0.5595  1.0481  -0.04
C  0.9940  -0.7262  1.4995  -0.02
C  -0.3456  -0.9496  1.4352  -0.11
N  -0.9623  0.1839  0.9428  -0.07
C  -0.0048  1.0678  0.7301  -0.14
O  3.8097  -0.2094  -0.2891  -0.10
C  5.0351  -0.2672  -0.9888  -0.14
C  5.1090  -1.4644  -1.8782  -0.22
C  6.0981  -1.5817  -2.9165  -0.90
Cl  7.2164  -0.4257  -3.2930  0.92
S  6.0185  -3.0717  -3.7681  1.15
C  4.7169  -3.5506  -2.7842  -0.26
C  4.3374  -2.5991  -1.8257  -0.05
C  2.3936  2.7519  -1.9884  -0.57
Cl  3.1540  4.0574  -1.1252  0.77
C  1.6650  3.0605  -3.1257  -0.10
H  0.6187  -0.0636  -3.9141  0.11
H  1.9333  -0.5800  -1.8772  0.11
H  4.1125  1.8206  -0.1352  0.13
H  2.1630  2.3739  1.0191  0.13
H  3.0216  1.1083  1.8916  0.15
H  1.8132  -1.3435  1.8247  0.14
H  -0.8937  -1.8415  1.6853  0.11
H  -0.1415  2.0562  0.3179  0.14
H  5.8683  -0.3313  -0.2754  0.17
H  5.2025  0.6323  -1.5893  0.13
H  4.2661  -4.5224  -2.9342  0.11
H  3.5317  -2.7544  -1.1246  0.14
H  1.5934  4.0817  -3.4723  0.12
S  -3.2575  3.3276  -1.2014  0.62
C  -2.8888  2.0064  -0.4708  -0.91

Forces on atoms 1 to 6 (eV/Å):
-0.008 0.254 0.410
-0.004 -0.023 -0.066
0.014 0.025 0.043
-0.096 -0.131 -0.058
0.044 -0.006 -0.204
-0.050 -0.070 -0.115

***

# 2
Molecular formula: C25H21Cl5N4O5S2SiSr
Method: DFT, the ωB97M-V functional and the def2-TZVPD basis

Results
- LUMO: 4.05 eV
- Max |F|: 0.62 eV/A
- Charge: -2
- Gap between HOMO and LUMO: 6.9 eV
- Energy relative to the best compared isomer or geometry (same formula, charge and spin): 0.00 kJ/mol
- Multiplicity: 1
- M: 814.571 g mol⁻¹

Last column: Löwdin charge in e.
Cartesian coordinates (Å):
Sr  -0.2183  -1.3242  0.2552  1.28
O  -6.7299  -1.2241  -0.7597  0.04
C  -5.3751  -1.1635  -0.5693  -0.29
C  -4.5053  -0.9314  -1.6262  0.05
C  -3.1492  -0.8977  -1.3560  -0.21
N  -2.6790  -1.0680  -0.1250  0.04
C  -3.5099  -1.2848  0.8937  -0.16
C  -4.8819  -1.3389  0.7142  0.06
C  -2.8649  -1.4788  2.2840  -0.65
O  -3.6437  -1.5585  3.2370  -0.01
O  -1.6028  -1.5364  2.2814  -0.18
C  -2.1132  -0.6802  -2.4715  -0.66
O  -2.5438  -0.2791  -3.5602  -0.02
O  -0.9163  -0.9313  -2.1523  -0.18
H  -6.9007  -1.1117  -1.7004  0.10
H  -4.8422  -0.7793  -2.6448  0.12
H  -5.5270  -1.5185  1.5618  0.12
C  2.2648  3.0926  4.0914  -0.20
Si  2.0804  3.9587  2.4416  0.49
C  1.5448  5.7223  2.8709  -0.20
C  3.7472  4.0544  1.5800  -0.19
C  0.7935  3.2696  1.2687  -0.28
C  -0.0714  4.1181  0.5949  -0.11
C  -1.0409  3.6259  -0.2762  -0.09
C  -1.1250  2.2535  -0.4153  -0.15
N  -0.2886  1.4120  0.1817  -0.05
C  0.6908  1.8774  0.9855  -0.81
S  1.8503  0.7288  1.5607  0.51
H  2.8399  3.7353  4.7663  0.02
H  2.7673  2.1346  3.9807  0.00
H  1.2911  2.9041  4.5487  0.03
H  2.2552  6.1501  3.5841  0.02
H  0.5601  5.7125  3.3451  0.03
H  1.4988  6.3938  2.0108  0.02
H  4.5077  4.5092  2.2204  0.02
H  3.6798  4.6376  0.6585  0.02
H  4.0768  3.0452  1.3240  0.01
H  -0.0086  5.1897  0.7575  0.08
H  -1.7216  4.2805  -0.8035  0.09
H  -1.8797  1.7961  -1.0483  0.11
C  1.9319  -1.5013  -3.8283  -0.03
N  2.2537  -0.3328  -3.0344  -0.12
C  1.4394  0.7868  -2.9395  -0.06
C  1.9913  1.6045  -2.0276  -0.10
N  3.1544  0.9905  -1.5912  0.05
C  3.3151  -0.2172  -2.1935  -0.85
S  4.5740  -1.3069  -1.9460  0.47
H  2.0842  -1.2950  -4.8893  0.09
H  0.8906  -1.7654  -3.6451  0.08
H  2.5936  -2.3065  -3.5194  0.05
H  0.5092  0.8401  -3.4764  0.12
H  1.6413  2.5372  -1.6234  0.11
H  3.6066  1.1890  -0.7126  0.10
Cl  2.0281  -3.6727  1.5947  0.61
C  0.9495  -4.7598  0.7227  -0.72
C  -0.0130  -4.1832  -0.0802  -0.22
C  -0.8377  -5.0744  -0.7373  -0.72
Cl  -2.1124  -4.4257  -1.7628  0.63
C  -0.7223  -6.4590  -0.6331  -0.72
Cl  -1.7793  -7.5311  -1.4985  0.61
C  0.2707  -6.9887  0.1885  -0.72
Cl  0.4486  -8.7067  0.3453  0.61
C  1.1201  -6.1314  0.8830  -0.71
Cl  2.3531  -6.7858  1.9140  0.62

Forces on atoms 1 to 6 (eV/Å):
0.590 -0.142 0.144
-0.007 -0.002 -0.002
0.012 0.003 0.003
-0.009 0.028 -0.005
-0.047 -0.029 0.003
-0.164 -0.056 -0.028

***

# 3
Molecular formula: C25H21F10N5OTi
Method: DFT, the ωB97M-V functional and the def2-TZVPD basis

Results
- LUMO (spin up / spin down): -3.28 / -3.46 eV
- Max |F|: 3.54 eV/A
- Charge: +1
- Gap between HOMO and LUMO (spin up / spin down): 6.8 / 7.1 eV
- Energy relative to the best compared isomer or geometry (same formula, charge and spin): 82.01 kJ/mol
- Multiplicity: 2
- M: 645.324 g mol⁻¹

Last column: Löwdin charge in e.
Cartesian coordinates (Å):
Ti  -0.6599  -0.0048  -0.2001  1.00
C  -2.2493  -1.6294  -1.7906  -0.03
N  -2.3834  -0.2323  -1.3290  -0.32
C  -2.3720  0.7158  -2.4489  -0.16
C  -1.0295  0.6296  -3.1435  -0.22
N  0.0404  0.5547  -2.1363  -0.07
C  1.2994  0.5615  -2.7066  -0.17
C  2.4339  1.0794  -2.0469  -0.17
F  2.2531  1.6639  -0.8549  0.09
C  3.7231  1.0971  -2.5333  -0.16
F  4.7000  1.5876  -1.7664  0.12
C  3.9873  0.6252  -3.8029  -0.15
F  5.2189  0.6232  -4.2969  0.14
C  2.9141  0.1488  -4.5333  -0.15
F  3.1194  -0.3162  -5.7594  0.14
C  1.6340  0.1091  -4.0074  -0.14
F  0.7122  -0.4568  -4.8027  0.08
C  -3.6064  -0.0861  -0.5215  -0.15
C  -3.3548  -0.7844  0.8010  -0.19
N  -1.9925  -0.4074  1.1885  -0.12
C  -1.6532  -0.8206  2.4757  -0.19
C  -1.6279  -2.1726  2.8476  -0.15
F  -1.8355  -3.0871  1.8917  0.11
C  -1.3238  -2.5903  4.1288  -0.14
F  -1.3100  -3.8818  4.4315  0.14
C  -0.9951  -1.6536  5.0981  -0.14
F  -0.6694  -2.0477  6.3209  0.15
C  -1.0004  -0.3072  4.7749  -0.14
F  -0.6784  0.6033  5.6897  0.14
C  -1.3620  0.0914  3.5007  -0.16
F  -1.4623  1.4011  3.2500  0.11
H  -3.1084  -1.9159  -2.4032  0.12
H  -2.1938  -2.2974  -0.9317  0.09
H  -1.3409  -1.7520  -2.3761  0.09
H  -2.5282  1.7207  -2.0486  0.12
H  -3.1752  0.4990  -3.1611  0.14
H  -0.8951  1.5180  -3.7689  0.14
H  -1.0443  -0.2287  -3.8155  0.10
H  -4.4789  -0.4961  -1.0387  0.14
H  -3.7721  0.9756  -0.3327  0.13
H  -3.5024  -1.8650  0.7111  0.11
H  -4.0691  -0.4267  1.5497  0.14
C  2.5256  -2.3663  -0.9324  0.06
C  1.7228  -1.5159  0.0003  -0.42
O  0.4608  -1.4939  -0.0707  -0.06
N  2.3495  -0.8332  0.9425  0.14
C  1.6482  -0.1422  2.0338  -0.04
C  1.1205  1.2517  1.7366  -0.23
C  1.7058  2.3660  2.3032  0.01
C  1.1876  3.6256  2.0441  0.00
C  0.0788  3.7333  1.2153  -0.01
C  -0.4427  2.5894  0.6603  -0.08
N  0.0709  1.3684  0.8973  -0.05
H  1.8592  -3.0477  -1.4539  0.11
H  3.2740  -2.9381  -0.3851  0.11
H  3.0367  -1.7463  -1.6709  0.09
H  3.3565  -0.7978  0.9289  0.17
H  2.3469  -0.0758  2.8640  0.14
H  0.8218  -0.7898  2.3282  0.12
H  2.5679  2.2507  2.9462  0.13
H  1.6337  4.5049  2.4867  0.13
H  -0.3688  4.6938  1.0057  0.12
H  -1.3176  2.6185  0.0175  0.12

Forces on atoms 1 to 6 (eV/Å):
-1.587 -0.747 -2.203
-0.058 -0.198 -0.123
-1.049 0.025 -0.581
0.310 0.125 -0.379
-0.087 0.082 0.032
-0.122 0.003 0.079

***

no.,E_tot (a.u.)
1,-4359.62414
2,-4978.40096
3,-3162.21684